14
Properties=species:S:1:pos:R:3:forces:R:3:lowdin_charge:R:1 method="wB97M-V/def2-TZVPD" fmax_ev_per_a=3.442 gap_ev=10.7 de_lowest_kcal_mol=21.2 e_lumo_ev=0.497 total_energy_ev=-43006.1874 e_homo_ev=-10.1758 smiles=C[SiH2][Si](C)(Cl)Cl
C -1.61581 0.29823 2.02605 -0.96 1.07 1.16 -0.35
Si -1.14495 0.00903 0.20299 -0.77 -2.89 1.70 0.48
Si 1.13009 -0.34514 -0.25365 0.48 -0.91 -1.26 -0.43
C 1.50404 -0.12759 -2.06602 0.77 1.75 -1.06 -0.32
Cl 2.10892 1.12489 0.64984 0.81 1.35 1.12 0.32
Cl 2.11854 -2.12509 0.27911 -0.71 0.41 0.04 0.22
H -1.55310 -0.47812 2.84175 0.12 0.52 -1.23 0.03
H -0.92525 1.14229 2.35177 -1.06 -0.74 -0.16 0.02
H -2.74776 0.68758 2.05391 2.54 -0.68 -0.15 0.06
H -1.90193 -1.28533 -0.21566 0.51 1.06 -0.10 -0.05
H -1.68658 1.19907 -0.32184 -0.23 1.13 -1.18 -0.08
H 2.53951 -0.08107 -2.50220 -0.50 -0.56 1.20 0.05
H 1.00529 -0.90388 -2.60234 -0.59 -0.48 -0.65 0.00
H 1.16901 0.88511 -2.44371 -0.40 -1.04 0.57 0.05